C10H23B | wB97M-V/def2-TZVPD

Each line ends with the Mulliken charge.
CARTESIAN COORDINATES (ANGSTROEM)
B  -0.22426  1.77376  1.16051  0.46
C  -1.50704  1.28431  -1.29785  -1.91
C  1.41724  0.90286  -1.66309  -2.04
C  -2.92889  -0.02078  0.93919  -1.86
C  -1.70989  -1.84688  -0.35183  -1.62
C  2.68377  -1.58594  0.03394  -1.70
C  2.18432  0.52718  1.24522  -1.45
C  -0.69257  0.50142  -0.22013  0.59
C  0.68000  -0.10194  -0.75115  0.30
C  -1.56845  -0.54895  0.50475  0.62
C  1.55245  -0.57233  0.41889  0.47
H  -0.72309  1.38593  2.12163  -0.08
H  -1.95295  0.49918  -2.01329  0.28
H  -0.93905  2.02082  -1.98175  0.34
H  -2.29912  1.77802  -0.91210  0.64
H  1.19746  1.82257  -1.23438  0.54
H  0.85925  0.93135  -2.56218  0.49
H  2.48853  0.81505  -1.68562  0.34
H  -2.99431  0.79383  1.63500  0.37
H  -3.62963  0.21996  0.17028  0.40
H  -3.45925  -0.74111  1.50241  0.51
H  -0.67905  -2.09996  -0.58954  0.34
H  -2.23969  -1.66068  -1.21476  0.37
H  -2.15796  -2.63468  0.26078  0.45
H  3.22408  -1.98506  0.86438  0.47
H  2.37117  -2.50200  -0.48173  0.39
H  3.48935  -1.17891  -0.54133  0.36
H  2.12898  0.23755  2.31988  0.21
H  1.78706  1.53309  1.17920  0.38
H  3.17390  0.55124  0.76354  0.40
H  0.26536  2.85411  1.24261  -0.07
H  0.28039  -0.91853  -1.29262  0.60
H  -1.04681  -0.88455  1.38245  0.19
H  0.96869  -1.14992  1.04869  0.24

Summary:
HOMO   -8.90 eV
Spin multiplicity   1
Orbital gap   9.522 eV
Molar mass   154.1 g/mol
LUMO   0.6215 eV
Relative energy (zero: lowest compared OMol25 entry of this formula, charge and spin)   239.8 kJ/mol
SMILES string   B[C@](C)(C(C)C)[C@@H](C)C(C)C


C10H23CeCl2O2P2 | wB97M-V/def2-TZVPD

Each line ends with the Mulliken spin population.
CARTESIAN COORDINATES (ANGSTROEM)
C  0.38205  -0.10190  -5.31658  0.00
C  0.32827  0.16186  -3.85738  0.00
H  1.42278  -0.12213  -5.65911  0.00
H  -0.15704  0.67812  -5.86973  0.00
H  -0.08011  -1.07112  -5.53629  0.00
O  1.24111  0.39619  -3.09024  0.00
Cl  -1.36922  0.09773  -3.14911  0.00
Ce  -1.00597  -0.08962  0.35070  1.02
P  -0.04544  2.61674  0.59939  -0.01
C  1.15805  3.81215  1.27398  0.00
C  -0.03176  3.19368  -1.14711  0.00
H  -0.19504  4.28623  -1.09255  0.00
H  -1.51646  4.54335  0.79695  0.00
H  -0.83071  2.72426  -1.74373  0.00
H  -2.46050  3.01987  0.66662  0.00
H  2.15152  3.64663  0.83993  0.00
H  0.94076  2.98387  -1.61104  0.00
C  -1.57789  3.49062  1.12682  0.00
H  0.79981  4.81363  0.98794  0.00
H  -1.66007  3.45724  2.21849  0.00
H  1.22949  3.75946  2.36998  0.00
P  0.22007  -2.59887  0.93223  -0.01
C  1.49237  -3.57487  1.79891  0.00
C  -1.24677  -3.47604  1.62208  0.00
H  -0.52770  -3.15483  -1.35126  0.00
H  0.14946  -4.54821  -0.42001  0.00
H  1.25265  -3.33261  -1.16585  0.00
C  0.28135  -3.48133  -0.68026  0.00
H  -2.16536  -3.15879  1.10293  0.00
H  -1.09662  -4.55698  1.45283  0.00
H  1.21968  -4.63247  1.65756  0.00
H  1.51702  -3.34770  2.87176  0.00
H  -1.32387  -3.27954  2.69295  0.00
H  2.47909  -3.39341  1.35404  0.00
C  1.30766  0.08951  0.99451  0.00
O  2.30172  0.26379  1.58729  0.01
Cl  -0.21541  -0.90488  3.85766  0.00
C  -1.15287  0.01299  2.70411  -0.01
H  -2.19433  -0.29099  2.86261  0.00
H  -1.02182  1.06834  2.96798  0.00

Summary:
HOMO (alpha / beta)   -15.02 / -15.00 eV
<S²>   0.752
Spin multiplicity   2
Orbital gap (alpha / beta)   7.359 / 7.437 eV
Molar mass   448.3 g/mol
LUMO (alpha / beta)   -7.6608 / -7.5638 eV
Relative energy (zero: lowest compared OMol25 entry of this formula, charge and spin)   27.1 kJ/mol
Total charge   +2


C10H23IrN9S | wB97M-V/def2-TZVPD

Each line ends with the Mulliken charge.
CARTESIAN COORDINATES (ANGSTROEM)
Ir  -1.16021  -1.79172  0.76086  0.72
C  2.10050  -1.04461  -3.72577  -1.03
N  1.73827  -1.85203  -2.56206  -0.03
C  2.87377  -2.43691  -1.85981  -1.11
C  0.59543  -1.64539  -1.84807  0.69
N  0.48396  -1.86691  -0.58339  -0.72
N  -0.49481  -1.22875  -2.59549  -0.08
C  -1.76604  -0.94192  -2.15632  0.53
N  -2.62933  -0.59488  -3.14506  -0.41
N  -2.09018  -0.96521  -0.91260  -0.59
H  2.78833  -1.62079  -4.33966  0.38
H  2.58664  -0.11120  -3.43032  0.33
H  1.25122  -0.79833  -4.35687  0.28
H  3.57512  -2.81185  -2.60059  0.28
H  2.54977  -3.28591  -1.26027  0.44
H  3.39109  -1.70853  -1.22658  0.39
H  1.36541  -2.08169  -0.14232  0.25
H  -0.36557  -1.22670  -3.59097  0.19
H  -2.41561  -0.76511  -4.11134  0.17
H  -3.59216  -0.41642  -2.92089  0.21
H  -3.05202  -0.70285  -0.74325  0.21
C  -0.38389  0.07542  2.97241  -0.71
N  -0.03478  1.36999  3.50886  0.10
C  -1.12572  2.30936  3.24271  -0.72
N  -1.36749  2.45389  1.80213  0.09
C  -1.71166  1.16124  1.25902  -0.53
N  -0.62032  0.14798  1.48128  0.14
C  0.62845  0.70946  0.86298  -0.42
N  0.97921  2.00234  1.40139  0.16
C  1.17494  1.86285  2.85106  -0.66
C  -0.13509  2.92646  1.16913  -0.71
H  -1.30082  -0.29773  3.42465  0.38
H  0.41379  -0.64732  3.13892  0.27
H  -0.86732  3.28341  3.65721  0.33
H  -2.03558  1.95232  3.72617  0.35
H  -1.87670  1.23661  0.18649  0.30
H  -2.60897  0.77454  1.74419  0.28
H  0.45319  0.78206  -0.21141  0.03
H  1.43051  -0.00346  1.05481  0.17
H  1.43685  2.83500  3.26744  0.34
H  1.99573  1.16890  3.03751  0.33
H  -0.29904  3.02905  0.09469  0.33
H  0.12221  3.90303  1.57779  0.34
S  -2.00108  -3.13771  2.10135  -0.31

Summary:
HOMO   -10.30 eV
Spin multiplicity   1
Orbital gap   7.451 eV
Molar mass   493.6 g/mol
LUMO   -2.8532 eV
Relative energy (zero: lowest compared OMol25 entry of this formula, charge and spin)   5.7 kJ/mol
Total charge   +1


C10H23IrO4S4Si | wB97M-V/def2-TZVPD

Each line ends with the Mulliken charge.
CARTESIAN COORDINATES (ANGSTROEM)
Ir  -0.51883  0.51880  -0.82510  1.22
C  1.80158  2.89606  -0.44090  -0.49
C  0.61545  3.81043  -0.76149  -0.96
S  -0.97731  3.52251  0.04848  0.02
C  -0.59185  3.39091  1.80207  -0.93
C  0.00180  2.06640  2.28552  -0.70
S  -0.40661  0.49619  1.40580  -0.15
C  1.22029  -0.27817  1.64383  0.26
C  2.30658  0.43829  0.85074  -1.05
S  1.67136  1.08077  -0.75429  -0.13
H  2.09271  3.01495  0.60136  0.29
H  2.65274  3.20016  -1.05092  0.52
H  0.34406  3.74169  -1.81554  0.39
H  0.96172  4.82829  -0.56985  0.60
H  -1.55985  3.55148  2.27696  0.42
H  0.06461  4.19134  2.14974  0.43
H  -0.33142  1.86762  3.30546  0.59
H  1.08700  2.12598  2.31309  0.27
H  1.08153  -1.27338  1.23304  -0.80
H  1.46748  -0.39190  2.69951  0.77
H  3.12815  -0.24540  0.64239  0.49
H  2.73120  1.28578  1.38386  0.55
O  -3.71150  1.41898  -2.93771  -0.63
S  -2.43296  1.24960  -2.33718  0.92
O  -1.66461  0.00310  -2.72167  -0.65
O  -1.46518  2.35644  -2.46142  -0.56
O  -2.53573  0.93055  -0.78934  -0.68
C  0.76186  -3.68468  0.83849  -1.21
Si  -0.41167  -2.90564  -0.42723  0.28
C  -0.65064  -4.16752  -1.79037  -1.16
C  -2.05595  -2.53734  0.38264  -1.04
C  0.29290  -1.36480  -1.26130  -1.24
H  0.62800  -4.76844  0.81230  0.33
H  0.57321  -3.36748  1.86646  0.34
H  1.81261  -3.48809  0.60778  0.38
H  -1.01984  -5.11459  -1.39101  0.33
H  0.29133  -4.36487  -2.30802  0.32
H  -1.36756  -3.80566  -2.52996  0.33
H  -2.56233  -3.46459  0.66101  0.40
H  -2.70233  -1.98311  -0.30242  0.28
H  -1.95102  -1.93673  1.28846  0.36
H  -0.05860  -1.45192  -2.29320  0.79
H  1.38765  -1.39203  -1.33004  0.49

Summary:
HOMO   -8.34 eV
Spin multiplicity   1
Orbital gap   8.134 eV
Molar mass   555.9 g/mol
LUMO   -0.2015 eV
Relative energy (zero: lowest compared OMol25 entry of this formula, charge and spin)   33.1 kJ/mol


C10H23N4 | wB97M-V/def2-TZVPD

Each line ends with the Mulliken charge.
CARTESIAN COORDINATES (ANGSTROEM)
N  1.24473  0.29375  2.39300  -0.33
C  2.49301  0.70605  2.36079  0.58
N  2.96017  1.30956  1.26341  -0.19
H  3.92786  1.58953  1.25773  0.24
C  2.12151  1.81851  0.18501  -0.87
H  2.75601  2.44465  -0.44057  0.48
H  1.33494  2.44690  0.61231  0.31
C  1.49617  0.72135  -0.68952  -0.68
N  0.32585  0.11011  -0.05375  0.10
C  0.19397  -1.32317  -0.34817  -1.08
H  -0.42698  -1.77840  0.42637  0.53
C  -0.36570  -1.71702  -1.72224  -0.73
H  -0.08902  -0.97048  -2.46874  0.32
H  0.12887  -2.64695  -2.00830  0.36
C  -1.87862  -1.97017  -1.77325  -0.75
H  -2.05552  -2.64346  -2.61376  0.37
H  -2.19417  -2.49849  -0.87185  0.34
C  -2.75786  -0.73445  -1.98658  -0.66
H  -3.66090  -1.04551  -2.51486  0.38
H  -2.24173  -0.04068  -2.65366  0.34
C  -3.22872  -0.01176  -0.72061  -0.81
H  -3.98061  -0.62720  -0.22362  0.38
H  -3.72360  0.90936  -1.03568  0.31
C  -2.15262  0.33420  0.31460  -0.89
H  -1.91172  -0.55119  0.89893  0.38
H  -2.58255  1.05495  1.01159  0.36
C  -0.87661  0.91883  -0.30046  -0.78
H  -0.68571  1.90662  0.12618  0.42
H  -1.02051  1.06108  -1.37662  0.58
H  1.19418  -1.74938  -0.23223  0.62
H  2.25119  -0.04538  -0.87348  0.41
H  1.23330  1.16847  -1.65656  0.37
N  3.31667  0.53238  3.40250  -0.38
H  4.24891  0.90829  3.41036  0.19
H  3.00666  0.05031  4.22867  0.21
H  0.88933  -0.15815  3.21838  0.24
H  0.70985  0.22696  1.45472  0.35

Summary:
HOMO   -12.47 eV
Spin multiplicity   1
Orbital gap   9.866 eV
Molar mass   199.3 g/mol
LUMO   -2.6031 eV
Relative energy (zero: lowest compared OMol25 entry of this formula, charge and spin)   0.0 kJ/mol
SMILES string   NC(=[NH2+])NCCN1CCCCCCC1
Total charge   +1


C10H23OP | wB97M-V/def2-TZVPD

Each line ends with the Mulliken charge.
CARTESIAN COORDINATES (ANGSTROEM)
C  -2.99647  0.09963  1.05283  -1.89
C  -2.29536  1.64131  -0.54088  -1.66
C  -2.18947  -0.80976  -1.10966  -1.24
C  1.48432  -1.83286  -0.51251  -1.65
C  2.21489  -0.54109  1.51282  -1.56
C  3.14197  -0.04285  -0.80981  -1.72
C  -0.58014  0.09194  0.51508  -2.08
C  -1.91286  0.31656  -0.06679  1.41
C  1.90051  -0.49006  0.02812  1.46
C  0.71436  0.56584  -0.25438  1.22
O  0.56907  0.59689  -1.68535  -0.68
P  1.39386  2.23866  0.23736  -0.04
H  -2.89375  -0.87489  1.52251  0.41
H  -3.99669  0.20441  0.78066  0.46
H  -2.66280  0.68838  1.95119  0.44
H  -2.12567  2.37263  0.23704  0.39
H  -1.66986  2.05912  -1.34232  0.31
H  -3.30836  1.72112  -0.87520  0.53
H  -1.34215  -0.85032  -1.83041  0.36
H  -2.20641  -1.92193  -0.72885  0.27
H  -3.20436  -0.44008  -1.50805  0.42
H  1.32953  -1.84986  -1.57035  0.33
H  2.30519  -2.50608  -0.25907  0.48
H  0.49423  -2.11844  -0.08467  0.29
H  3.21444  -1.03366  1.51781  0.45
H  1.43286  -1.14040  2.03793  0.29
H  2.30793  0.39797  2.05322  0.32
H  3.32156  1.06782  -0.97290  0.26
H  4.01491  -0.43981  -0.48556  0.53
H  3.01807  -0.29945  -1.83786  0.44
H  -0.60026  -0.91382  0.77168  0.58
H  -0.56455  0.70068  1.39065  0.44
H  -0.41766  0.68340  -1.78055  0.37
H  0.62686  2.46243  1.36036  0.02
H  0.53293  2.79318  -0.72833  0.05

Summary:
HOMO   -8.98 eV
Spin multiplicity   1
Orbital gap   9.699 eV
Molar mass   190.3 g/mol
LUMO   0.7146 eV
Relative energy (zero: lowest compared OMol25 entry of this formula, charge and spin)   114.8 kJ/mol
SMILES string   CC(C)(C)C[C@@](O)(P)C(C)(C)C


Copy entry 4 word for word.
C10H23IrO4S4Si | wB97M-V/def2-TZVPD

Each line ends with the Mulliken charge.
CARTESIAN COORDINATES (ANGSTROEM)
Ir  -0.51883  0.51880  -0.82510  1.22
C  1.80158  2.89606  -0.44090  -0.49
C  0.61545  3.81043  -0.76149  -0.96
S  -0.97731  3.52251  0.04848  0.02
C  -0.59185  3.39091  1.80207  -0.93
C  0.00180  2.06640  2.28552  -0.70
S  -0.40661  0.49619  1.40580  -0.15
C  1.22029  -0.27817  1.64383  0.26
C  2.30658  0.43829  0.85074  -1.05
S  1.67136  1.08077  -0.75429  -0.13
H  2.09271  3.01495  0.60136  0.29
H  2.65274  3.20016  -1.05092  0.52
H  0.34406  3.74169  -1.81554  0.39
H  0.96172  4.82829  -0.56985  0.60
H  -1.55985  3.55148  2.27696  0.42
H  0.06461  4.19134  2.14974  0.43
H  -0.33142  1.86762  3.30546  0.59
H  1.08700  2.12598  2.31309  0.27
H  1.08153  -1.27338  1.23304  -0.80
H  1.46748  -0.39190  2.69951  0.77
H  3.12815  -0.24540  0.64239  0.49
H  2.73120  1.28578  1.38386  0.55
O  -3.71150  1.41898  -2.93771  -0.63
S  -2.43296  1.24960  -2.33718  0.92
O  -1.66461  0.00310  -2.72167  -0.65
O  -1.46518  2.35644  -2.46142  -0.56
O  -2.53573  0.93055  -0.78934  -0.68
C  0.76186  -3.68468  0.83849  -1.21
Si  -0.41167  -2.90564  -0.42723  0.28
C  -0.65064  -4.16752  -1.79037  -1.16
C  -2.05595  -2.53734  0.38264  -1.04
C  0.29290  -1.36480  -1.26130  -1.24
H  0.62800  -4.76844  0.81230  0.33
H  0.57321  -3.36748  1.86646  0.34
H  1.81261  -3.48809  0.60778  0.38
H  -1.01984  -5.11459  -1.39101  0.33
H  0.29133  -4.36487  -2.30802  0.32
H  -1.36756  -3.80566  -2.52996  0.33
H  -2.56233  -3.46459  0.66101  0.40
H  -2.70233  -1.98311  -0.30242  0.28
H  -1.95102  -1.93673  1.28846  0.36
H  -0.05860  -1.45192  -2.29320  0.79
H  1.38765  -1.39203  -1.33004  0.49

Summary:
HOMO   -8.34 eV
Spin multiplicity   1
Orbital gap   8.134 eV
Molar mass   555.9 g/mol
LUMO   -0.2015 eV
Relative energy (zero: lowest compared OMol25 entry of this formula, charge and spin)   33.1 kJ/mol


The lowest molar mass belongs to which entry? C10H23B


Number 6 is which compound? C10H23OP


What is the formula in the sixth record? C10H23OP